No. 1
Computed, not measured: 17 unconnected molecules or ions with the total composition C38H115N5O23 in a non-equilibrium geometry, with wB97M-V/def2-TZVPD.

Last column: Mulliken charge in e.
Positions of all 181 atoms, in Å:
C (0.6220, 3.7675, 1.1980)  0.202
C (-5.5372, -4.0699, 0.4097)  -0.138
H (-4.0239, -4.5090, 1.5100)  0.364
C (-1.0685, -0.0327, -4.2257)  -0.407
C (-2.2608, -3.4604, 2.3408)  -0.377
H (-1.2704, 4.2872, -3.6974)  0.300
H (-3.1258, -3.7590, 2.9330)  0.487
C (-0.8800, -0.1791, -0.1228)  0.932
O (1.9795, 8.0300, -2.8595)  -0.565
C (1.5491, 5.7982, -2.0240)  0.612
H (6.8083, -2.9873, 1.6157)  0.379
H (2.1283, -5.2335, 2.1145)  0.137
C (6.8171, -2.8459, 0.5350)  -0.322
N (-4.9288, -1.2248, -1.5847)  -0.683
H (-1.4248, -0.5170, 0.7587)  0.391
H (-4.5320, 0.0700, -4.0274)  0.409
H (-4.5929, 1.6180, -3.3405)  0.349
H (-2.6396, -0.7030, 6.4407)  0.327
H (-4.9056, -3.8298, -0.4456)  -0.196
H (6.3563, 1.3233, 3.7242)  0.540
C (-4.6688, 0.5281, 4.1991)  -0.057
C (-6.6922, 1.2746, 0.8423)  -0.207
H (-5.2973, 4.2035, 2.9049)  0.522
H (3.3587, 5.5158, -2.7540)  0.261
C (4.7388, -4.2870, 0.0562)  -0.410
C (8.6465, -1.4151, 0.4810)  -0.682
H (0.6015, -0.1252, 3.9867)  0.372
H (2.9394, 8.0170, -2.8591)  0.332
H (-0.1047, 2.1256, -2.9806)  -0.288
H (4.7200, -4.7546, 1.0406)  -0.197
H (2.5752, -4.6551, 5.4550)  0.330
H (-2.1364, -4.6085, -4.4119)  0.392
O (-5.4552, -0.5997, 3.7274)  -0.607
O (-4.8976, -1.8683, 1.3144)  0.123
O (0.7643, -2.1838, 4.4189)  -0.537
H (-1.2348, 0.3640, -6.8011)  0.344
O (-3.3149, 3.9705, 3.3105)  -0.614
H (-2.9453, -0.7695, 4.0900)  -0.119
C (0.9646, -3.3829, 3.6950)  0.276
H (-4.3419, 0.6623, 0.2642)  0.076
H (-0.9512, -4.9739, -3.2656)  0.374
H (0.4104, -4.1090, 4.2897)  0.342
H (-0.0135, 3.4305, 3.1755)  0.464
H (0.4128, 4.3983, -5.3996)  0.415
C (-4.3495, 0.1090, -1.7884)  1.788
C (5.0448, 0.5007, 2.0893)  -0.229
H (2.4601, -3.0922, 5.5421)  0.320
H (-6.4210, 2.2800, 1.1644)  0.183
H (0.0715, -0.6903, -0.2695)  -0.221
H (3.6482, -5.4203, 2.9079)  0.427
C (4.1078, 1.9909, -3.0974)  -0.910
H (4.7265, 2.7620, 3.1923)  0.314
H (-2.7035, -3.9748, -1.9438)  0.436
H (0.6174, 1.9895, 2.4238)  -0.358
H (5.0762, 0.2887, 5.7332)  0.425
H (4.2306, -4.9425, -0.6510)  0.305
H (-7.7795, 1.2164, 0.8916)  0.332
H (-5.9114, -1.0613, -1.7519)  0.466
C (-1.4502, -4.1185, -3.7212)  -1.115
H (4.2168, 0.9484, -3.3963)  0.307
C (1.1732, -0.8667, -3.4845)  -1.155
H (4.1942, -3.3537, 0.1986)  -0.122
O (-3.5209, -0.6079, 6.0722)  -0.589
O (-0.0711, 5.0570, 1.1616)  -0.701
O (-0.4356, -3.4028, -4.3354)  -0.483
H (2.9174, -2.9427, 3.1368)  -0.128
H (5.0638, 2.2820, -2.6623)  0.267
N (4.4305, 2.0579, 3.8532)  -0.872
C (-1.8531, 3.8649, -1.8790)  -0.909
H (5.4111, 1.1417, 1.2874)  0.449
N (6.9640, -5.2518, -0.1034)  -0.750
H (0.9011, 5.5942, -2.8764)  -0.114
C (-0.0474, 2.8378, 2.2614)  -0.160
H (2.0406, 0.7069, 0.6658)  -0.463
H (-3.1663, -2.5291, 0.9274)  0.073
H (2.1206, -6.0211, 3.6606)  0.452
C (-0.8744, -0.6230, -6.5111)  -0.946
C (5.3536, 0.9086, 3.6210)  0.241
H (3.8778, 2.6274, -3.9518)  0.284
H (-3.6574, 5.4978, -0.2618)  0.253
H (2.9509, -0.7203, 0.2501)  -0.096
H (1.3536, -1.5056, -4.3490)  0.516
H (5.4484, -0.4805, 1.8393)  -0.201
H (-2.6585, 3.5774, 2.7307)  0.243
H (5.8148, -0.8673, 4.7969)  0.379
H (-5.1819, 0.9849, 5.0454)  0.421
O (-0.9250, 3.7705, -2.9657)  -0.643
H (2.1628, -0.9606, 3.4897)  -0.103
H (1.3184, -3.2575, 0.5281)  -0.254
O (1.7332, 3.2571, -6.4423)  -0.545
H (1.4640, 3.4884, -7.3343)  0.294
C (-4.1897, 5.4934, 1.5574)  -0.933
C (1.0801, -1.0240, 3.5979)  -0.483
H (-1.2661, 1.9242, 1.1155)  -0.176
H (-6.3650, -4.6720, 0.0353)  0.469
H (-4.9788, -1.3736, -0.5870)  -0.164
H (-3.7250, 6.2725, 2.1617)  0.247
H (-2.6205, 3.0982, -1.9854)  0.226
H (-4.5420, 1.2775, 3.4179)  -0.088
C (-4.9174, 0.5944, -3.1530)  -1.741
O (2.8297, 5.1090, -2.0639)  -0.587
H (3.0706, 3.2380, -1.9639)  0.155
O (-6.2506, 0.9489, -0.4713)  -0.468
H (-3.7439, -2.1636, -2.6135)  0.475
H (-2.5681, 0.7811, 4.7672)  0.337
H (-6.3122, 0.5224, 1.5336)  -0.093
H (-3.2632, 0.0320, -1.7418)  -1.019
H (8.0272, -0.5451, 0.2627)  0.222
C (-3.3115, -0.0158, 4.7871)  0.113
O (-1.3699, 2.4525, 1.9104)  0.503
H (0.5219, 7.5125, -1.3762)  0.304
H (3.5300, 0.7949, -0.2359)  0.342
O (3.5903, 0.3891, 1.9379)  0.276
H (0.7426, 3.3493, 0.1987)  -0.598
O (-4.8630, -4.9465, 1.3481)  -0.687
H (-2.3384, 4.8408, -1.8900)  0.617
O (-2.4741, -3.1929, 0.9699)  -0.209
O (-1.2705, -1.0935, -5.2353)  -0.465
O (-0.6602, 1.2066, -0.2895)  1.679
H (-1.8489, -2.5174, 2.7004)  -0.269
H (0.8163, 0.8551, -4.6616)  0.287
H (-4.3691, 3.3250, 1.7191)  -0.446
C (6.1738, -4.0414, -0.2532)  0.571
N (2.9720, -3.8156, 5.0576)  -0.749
H (-1.0211, 4.9352, 1.2267)  0.255
H (-0.3540, 1.3407, -1.1895)  -0.862
H (4.0951, -0.6442, 4.6697)  -0.097
C (0.9898, -3.4723, -0.4888)  0.971
O (1.6063, -4.6304, -1.0704)  -0.658
H (-5.1673, -1.3974, 2.1063)  -0.082
H (1.3192, 1.6019, -2.6159)  -0.597
H (-1.6384, -0.2884, -3.3325)  -0.605
H (-6.7796, -2.4441, 0.4648)  0.276
H (1.0213, 5.3062, -1.2069)  -0.085
C (-2.1940, -3.3059, -2.6375)  0.590
H (-1.5378, -0.4268, -0.9559)  -1.484
C (2.4676, -3.7734, 3.6807)  1.078
O (8.1089, -2.5947, -0.0408)  -0.427
C (-5.9897, -2.8004, 1.1260)  -0.536
C (5.0407, -0.1041, 4.7170)  -1.172
H (-0.1808, 2.7523, -5.6732)  0.223
O (3.0480, 2.3065, -2.1949)  -0.135
H (-5.6545, -1.2494, 4.4055)  0.287
H (2.2043, -0.6777, -3.1860)  0.110
H (1.3194, -5.3977, -0.5698)  0.355
H (-1.2193, -1.3014, -7.2914)  0.329
H (6.2407, -3.7573, -1.3034)  0.295
H (0.2099, -0.7233, -6.5598)  0.340
N (0.3676, 1.2759, -2.7068)  1.047
H (1.2685, -2.5418, -0.9835)  -0.606
H (-6.0053, 0.5334, -3.1821)  0.384
C (-4.3383, 4.1859, 2.3870)  0.432
H (3.6427, 1.6833, 3.3441)  0.298
C (2.5948, -5.2159, 3.0995)  -1.512
O (-3.1553, 5.3583, 0.5444)  -0.362
H (2.2014, 7.5991, -0.9705)  0.370
H (-0.8642, -2.6128, -4.6725)  0.425
H (0.7272, -1.0153, 2.5666)  0.341
H (9.6510, -1.1829, 0.1272)  0.291
H (-1.5258, 0.8980, -4.5615)  0.588
H (-1.3384, 3.7504, -0.9250)  0.072
H (6.8731, -5.6142, 0.8350)  0.265
H (1.0151, 3.0668, -4.4618)  -0.124
C (0.3672, 0.3219, -3.8237)  1.363
H (-1.5053, -2.7416, -2.0087)  -0.369
H (-5.1051, 5.7796, 1.0395)  0.519
H (0.4881, -3.4447, 2.7166)  -0.669
C (3.0516, 0.3032, 0.6112)  -0.217
H (1.6512, 3.9637, 1.4986)  0.618
H (-0.0969, -3.4609, -0.4052)  0.095
C (-4.8608, 0.9926, -0.6356)  -0.571
H (8.7138, -1.5652, 1.5585)  0.318
H (0.6539, -1.5387, -2.8013)  -0.137
H (-6.4907, -3.0310, 2.0662)  0.457
C (1.5179, 7.3013, -1.7656)  -0.647
H (-1.5877, -4.3150, 2.4087)  0.337
H (-4.6327, 2.0546, -0.7269)  0.819
H (6.2609, -1.9240, 0.3652)  -0.060
C (0.7068, 3.3509, -5.4679)  -0.298
O (-3.2149, -2.5815, -3.2969)  -0.598
H (7.8914, -4.8532, -0.1358)  0.360

Properties
E_LUMO ... 0.023 eV
Net charge ... 0
Frontier orbital gap ... 9.09 eV


No. 2
Computed, not measured: 2 unconnected molecules or ions with the total composition C4H14N2O in a non-equilibrium geometry, with wB97M-V/def2-TZVPD.

Last column: Mulliken charge in e.
Positions of all 21 atoms, in Å:
H (-2.4051, -1.4175, 0.5086)  0.353
H (0.2914, -0.7694, -2.2251)  0.322
H (1.5728, -1.0589, -1.0889)  0.337
H (-0.1933, 1.0227, -0.5149)  0.333
H (1.8491, 0.3791, 0.5039)  0.318
H (0.5587, -2.3944, -1.5573)  0.392
C (-0.3354, -0.9838, -0.1086)  0.346
O (-0.1189, 3.1737, -0.5797)  -0.620
C (0.5393, -1.3162, -1.3113)  -1.269
H (-0.0297, 3.6880, -1.3932)  0.293
C (-1.7752, -1.6156, -0.3557)  -1.492
H (0.4451, 1.8540, 1.6567)  0.197
H (-1.6659, -2.7110, -0.3883)  0.380
C (0.2853, 0.7849, 1.4995)  -0.525
N (-0.3971, 0.4155, 0.2669)  -0.230
H (-0.2787, 0.3882, 2.3483)  0.359
N (1.7327, 0.2539, 1.5006)  -0.690
H (-2.1372, -1.1378, -1.2648)  0.346
H (-0.0648, -1.5530, 0.7682)  0.220
H (1.6934, -0.7281, 1.7279)  0.323
H (0.4336, 3.7256, 0.0073)  0.306

Properties
SMILES ... CC(C)NCN.O
E_LUMO ... 0.608 eV
Energy above the lowest of the compared OMol25 structures with the same formula, charge and spin ... 37.9 kcal per mole
Net charge ... 0
Frontier orbital gap ... 8.79 eV


No. 3
Computed, not measured: a molecular structure, C23H41CeN2P3Se in a non-equilibrium geometry, with wB97M-V/def2-TZVPD.

Last column: Löwdin spin population.
Positions of all 71 atoms, in Å:
C (2.5728, 4.0821, -6.7274)  0.000
H (1.3673, 2.4082, 3.1460)  0.000
H (0.9592, -4.3570, -0.6414)  0.000
C (1.4446, -0.9982, 5.0276)  0.000
H (-1.9538, -0.3458, 4.7421)  0.000
H (-3.8626, 0.1111, -2.2994)  0.000
Ce (0.2822, 0.2046, 0.6703)  0.976
H (-3.6407, -2.3168, -1.6567)  0.000
H (-3.7728, 0.8289, -0.6423)  0.000
H (-2.4181, -3.0404, -0.5365)  0.000
C (-0.2189, -0.0793, 6.6982)  0.000
H (-0.6811, -0.2634, -3.1749)  0.000
C (-1.2938, -1.1057, -2.8235)  0.000
C (-3.0348, -2.1611, -0.7572)  -0.001
H (-3.6627, -0.2266, 3.2883)  0.000
H (3.0630, -1.8424, 1.2893)  0.000
H (1.4991, -1.6808, -2.5343)  0.000
C (2.5035, 2.3169, -5.0521)  0.000
H (2.8542, -1.0587, -1.5355)  0.000
H (2.7757, -3.5338, 0.6778)  0.000
N (1.6899, 0.2970, 3.0627)  -0.002
H (1.6320, 5.9581, -6.1755)  0.000
H (-0.1234, -0.8428, 4.2154)  0.000
P (-1.5656, -0.7277, 2.4915)  -0.003
P (1.1840, -2.1866, -0.2012)  -0.008
H (1.7733, -2.8581, 2.0296)  0.000
H (3.4271, 2.1155, -7.0020)  0.000
H (-3.0470, 1.1667, 2.3140)  0.000
H (-0.9899, 0.9996, 3.8183)  0.000
C (1.8756, 4.9405, -5.8622)  0.000
H (-2.4598, -2.5102, 3.6169)  0.000
C (2.3289, -2.6377, 1.1090)  0.000
H (-2.3098, -2.9186, 1.8488)  0.000
C (2.8854, 2.7804, -6.3278)  0.000
H (2.6916, -1.5270, 3.2851)  0.000
H (0.4883, 2.2695, 5.5012)  0.000
C (-3.2118, 0.5706, -1.5490)  -0.001
H (-0.4782, -3.4961, -1.3320)  0.000
H (-2.7164, 1.4627, -1.9483)  0.000
H (-0.4676, 1.6099, -1.9514)  0.001
H (-2.0853, 2.0892, 0.0141)  0.001
C (-0.9928, 2.2045, 0.1019)  0.022
H (2.6678, -2.8432, -1.7798)  0.000
C (-1.8177, -2.4899, 2.7308)  0.000
H (0.9516, 5.1444, -3.9125)  0.000
C (-0.1293, 1.9598, -0.9556)  0.019
C (1.3285, 1.4618, 3.6747)  0.000
C (2.1511, -1.8877, -1.6795)  -0.001
H (-3.6628, -1.9091, 0.1071)  0.000
H (-2.1682, -1.2436, -3.4693)  0.000
Se (2.9535, 0.5244, -4.5654)  0.000
H (-3.7322, -0.2746, 1.4770)  0.000
N (-0.2851, -0.0721, 7.8748)  0.000
H (-0.8456, -2.9706, 2.9116)  0.000
H (-0.4065, -3.8471, 0.4418)  0.000
H (-0.6367, 2.6986, 1.0395)  0.003
C (2.0323, -0.8151, 3.7577)  0.000
H (-0.6843, -2.0167, -2.7970)  0.000
H (1.5113, 2.8272, -3.1988)  0.000
H (2.3368, 0.6191, -3.2053)  0.000
C (1.4947, 4.4813, -4.5919)  0.000
H (0.9596, 2.2344, -0.8795)  0.002
H (1.6916, -1.9108, 5.5438)  0.000
P (-1.9819, -0.7282, -1.1729)  -0.004
C (-3.1773, 0.0764, 2.3550)  -0.001
C (0.8411, 1.4001, 4.9567)  0.000
C (-1.0400, -0.1047, 4.1288)  0.000
C (1.8063, 3.1798, -4.1873)  0.000
H (2.8747, 4.4285, -7.7190)  0.000
C (0.1716, -3.6225, -0.4622)  -0.002
C (0.4847, -0.0011, 5.3592)  0.000

Properties
E_LUMO (alpha / beta) ... -11.130 / -11.099 eV
Energy above the lowest of the compared OMol25 structures with the same formula, charge and spin ... 172.5 kcal per mole
Net charge ... +3
Frontier orbital gap (alpha / beta) ... 3.30 / 3.33 eV
Expectation value of S² ... 0.752
2S+1 ... 2